No. 1
Formula: C3H4N2OS2
Source: the Open Molecules 2025 dataset
Level of theory: wB97M-V/def2-TZVPD

Total charge   0
HOMO energy   -8.57 eV
Energy above the lowest of the compared OMol25 structures with the same formula, charge and spin   25.2 kcal/mol
F_max   0.0255 hartree/bohr
Structure (SMILES)   S=C1CN/C(=N/S)O1
Total energy   -29873.049 eV
Orbital gap   8.35 eV

Each line ends with the natural charge from an NBO analysis.
Atoms and positions in Å:
C1 -0.70797 0.70506 -0.07230  0.6474
C2 1.47089 1.45584 0.16100  -0.3142
C3 1.40920 -0.05569 0.01210  0.2119
H1 -1.81120 -1.74524 0.00490  0.1061
H2 -0.29944 2.72082 0.17302  0.4183
H3 2.17120 1.91717 -0.52921  0.2389
H4 1.76440 1.67884 1.21629  0.2246
N1 -1.95973 0.66725 -0.00406  -0.6284
N2 0.10365 1.82993 -0.17589  -0.6184
O1 0.11613 -0.40144 -0.14215  -0.4759
S1 -2.80018 -0.82910 0.05756  0.1816
S2 2.62554 -1.13788 0.00038  0.0079

Forces on the atoms, in the same order (eV/Å):
C 0.019 0.648 -0.309
C -0.249 -0.100 0.540
C 0.994 -0.322 -0.288
H 0.050 0.213 -0.011
H 0.482 -1.160 -0.383
H 0.231 -0.161 0.083
H -0.172 -0.013 -0.694
N 0.088 -0.624 0.104
N -0.712 0.702 0.692
O 0.015 -0.307 0.232
S -0.005 0.401 -0.030
S -0.741 0.725 0.064

No. 2
Formula: C3H4N2S
Source: the Open Molecules 2025 dataset
Level of theory: wB97M-V/def2-TZVPD

Total charge   0
HOMO energy   -8.85 eV
Energy above the lowest of the compared OMol25 structures with the same formula, charge and spin   23.2 kcal/mol
F_max   0.0418 hartree/bohr
Structure (SMILES)   Sc1ccn[nH]1
Total energy   -16990.484 eV
Orbital gap   9.57 eV

Each line ends with the natural charge from an NBO analysis.
Atoms and positions in Å:
C1 -0.06934 -0.18272 -0.17028  0.0091
C2 -1.28751 0.03866 0.36361  -0.3726
C3 -1.03258 1.08541 1.31663  -0.0337
H1 -0.31879 -2.26131 -1.14600  0.1457
H2 -2.21158 -0.46286 0.20318  0.2347
H3 -1.75029 1.58987 2.00295  0.2123
H4 1.74778 0.93431 0.09196  0.4126
N1 0.19896 1.50102 1.28612  -0.2609
N2 0.80399 0.73005 0.34701  -0.3689
S1 0.61555 -1.31660 -1.35274  0.0218

Forces on the atoms, in the same order (eV/Å):
C 1.774 -0.101 -1.209
C -0.106 0.785 1.406
C -1.517 0.199 0.214
H 0.176 0.074 -0.062
H -0.288 -0.314 -0.171
H 0.677 -0.635 -0.694
H 0.271 -0.203 -0.052
N 0.789 0.226 -0.372
N -1.163 -0.052 0.777
S -0.613 0.021 0.163

No. 3
Formula: C3H4N2S
Source: the Open Molecules 2025 dataset
Level of theory: wB97M-V/def2-TZVPD

Total charge   0
HOMO energy   -9.15 eV
Energy above the lowest of the compared OMol25 structures with the same formula, charge and spin   63.8 kcal/mol
F_max   0.0170 hartree/bohr
Structure (SMILES)   C=N/N=C/C=S
Total energy   -16988.724 eV
Orbital gap   7.87 eV

Each line ends with the natural charge from an NBO analysis.
Atoms and positions in Å:
C1 3.32746 0.14656 -0.01240  -0.0355
C2 0.03051 -0.30626 0.02784  0.0314
C3 -1.19652 0.50669 0.03531  -0.3205
H1 4.24072 -0.41970 -0.07251  0.1872
H2 3.32699 1.23767 -0.02497  0.1734
H3 -0.01034 -1.40784 0.14875  0.2026
H4 -1.00404 1.60080 0.12518  0.2197
N1 2.22977 -0.49942 0.00898  -0.2937
N2 1.12239 0.33380 -0.02203  -0.2668
S1 -2.68670 -0.12085 -0.02435  0.1022

Forces on the atoms, in the same order (eV/Å):
C -0.825 0.087 -0.183
C -0.584 -0.347 0.421
C -0.198 0.211 0.123
H 0.224 -0.076 0.184
H 0.123 -0.074 -0.015
H -0.048 0.644 -0.280
H -0.198 -0.816 -0.195
N 0.794 -0.338 -0.132
N 0.244 0.468 0.064
S 0.469 0.241 0.014

No. 4
Formula: C3H4N2S
Source: the Open Molecules 2025 dataset
Level of theory: wB97M-V/def2-TZVPD

Total charge   0
HOMO energy   -8.81 eV
Energy above the lowest of the compared OMol25 structures with the same formula, charge and spin   29.6 kcal/mol
F_max   0.0389 hartree/bohr
Structure (SMILES)   N#CCNC=S
Total energy   -16990.207 eV
Orbital gap   9.19 eV

Each line ends with the natural charge from an NBO analysis.
Atoms and positions in Å:
C1 -1.14969 0.39292 -0.15634  -0.0864
C2 1.28948 0.69534 0.15122  -0.3134
C3 2.45278 -0.16124 -0.08954  0.2513
H1 -1.19102 1.33193 -0.72426  0.1901
H2 -0.03479 -0.85361 0.80708  0.4126
H3 1.17074 1.37083 -0.75123  0.2522
H4 1.49883 1.37066 0.98093  0.2419
N1 0.04129 0.01473 0.31813  -0.5736
N2 3.50730 -0.59822 -0.17742  -0.2679
S1 -2.61496 -0.29359 -0.04560  -0.1068

Forces on the atoms, in the same order (eV/Å):
C -0.420 1.488 -0.988
C -0.500 1.282 -1.453
C -0.019 0.610 0.405
H 0.803 -0.089 0.174
H 0.532 -0.485 0.470
H 0.236 -0.721 0.901
H 0.216 -0.171 0.191
N -0.929 -0.726 0.026
N 0.111 -0.471 -0.180
S -0.030 -0.717 0.452

No. 5
Formula: C3H4N2S
Source: the Open Molecules 2025 dataset
Level of theory: wB97M-V/def2-TZVPD

Total charge   0
HOMO energy   -9.34 eV
Energy above the lowest of the compared OMol25 structures with the same formula, charge and spin   53.1 kcal/mol
F_max   0.0973 hartree/bohr
Structure (SMILES)   [H]/N=C1\SC\C1=N/[H]
Total energy   -16989.189 eV
Orbital gap   9.34 eV

Each line ends with the natural charge from an NBO analysis.
Atoms and positions in Å:
C1 0.54969 -0.14929 -0.03889  0.1731
C2 -0.72792 -0.77995 -0.18729  0.1918
C3 0.08842 1.26314 0.06570  -0.5822
N1 1.61534 -0.73363 -0.13811  -0.5173
N2 -1.08521 -1.95744 0.02679  -0.5567
S1 -1.66532 0.90036 -0.24031  0.1193
H1 0.10144 1.49632 1.10091  0.2317
H2 0.70196 2.08816 -0.55397  0.2410
H3 2.50800 -0.10103 -0.00975  0.3463
H4 -2.08639 -2.02665 -0.02509  0.3529

Forces on the atoms, in the same order (eV/Å):
C -0.591 1.723 -0.946
C -3.055 -0.442 0.778
C 1.601 2.605 -0.742
N 4.986 -0.040 0.407
N 0.366 0.409 -0.496
S 0.788 -1.475 -0.828
H 0.500 0.795 0.970
H -1.662 -1.948 1.228
H -2.308 -1.295 -0.396
H -0.623 -0.332 0.023

No. 6
Formula: C3H4N2S
Source: the Open Molecules 2025 dataset
Level of theory: wB97M-V/def2-TZVPD

Total charge   0
HOMO energy   -8.87 eV
Energy above the lowest of the compared OMol25 structures with the same formula, charge and spin   90.4 kcal/mol
F_max   0.0687 hartree/bohr
Total energy   -16987.572 eV
Orbital gap   8.39 eV

Each line ends with the natural charge from an NBO analysis.
Atoms and positions in Å:
C1 -1.38247 -0.73266 -0.32896  -0.0141
C2 -0.18349 -0.50210 -0.98824  -0.5022
C3 -0.27529 0.32279 1.21703  -0.1297
N1 -1.44199 -0.19872 0.97132  -0.3887
N2 1.85629 1.22063 -0.39561  -1.1409
S1 1.06609 -0.00745 0.08548  1.1296
H1 -2.27389 -1.21243 -0.69470  0.2172
H2 -0.20912 -0.80540 -1.97998  0.2440
H3 -0.01819 0.59567 2.17986  0.1965
H4 2.86205 1.31966 -0.06621  0.3883

Forces on the atoms, in the same order (eV/Å):
C 2.141 1.360 -0.219
C -3.159 -1.237 0.982
C -1.596 -1.449 -0.313
N 1.832 0.399 0.034
N 1.784 1.409 -0.078
S -0.765 -0.106 0.226
H 0.071 -0.038 -0.362
H 1.146 -0.385 -1.733
H 0.431 1.003 1.877
H -1.885 -0.957 -0.413